Entry 1:
Below is a 2-piece molecular cluster, C3H3NO2 overall at a distorted geometry, with properties calculated with the ωB97M-V functional and the def2-TZVPD basis.

Last column: Löwdin charge in e.
CARTESIAN COORDINATES (ANGSTROEM)
C: 2.28983 1.12153 0.00220  -0.37
C: 2.38878 -1.66965 0.00851  -0.01
C: 0.00810 0.14558 0.02337  -0.11
N: 1.41212 0.34982 0.09343  -0.06
O: 3.51035 -1.56614 -0.02796  0.06
O: 3.15632 1.89544 -0.02983  0.16
H: -0.23270 -0.84434 0.51869  0.08
H: -0.31077 -0.07876 -1.09312  0.12
H: -0.41320 1.13093 0.49784  0.12

Results
- HOMO level (Ha) = -0.3797
- LUMO (eV) = 0.7
- orbital gap (eV) = 11.06

Entry 2:
Below is C20H24FN3OS in the gas phase, with properties calculated with the ωB97M-V functional and the def2-TZVPD basis.

Last column: Löwdin charge in e.
CARTESIAN COORDINATES (ANGSTROEM)
O: -2.75145 0.84420 -0.86732  0.08
C: -2.53446 1.75619 -0.08924  -0.42
C: -3.47982 2.90165 0.03980  -0.27
C: -4.15699 3.26404 1.23733  -0.15
C: -5.02575 4.28766 1.05276  -0.41
S: -5.04226 4.83993 -0.57587  1.00
C: -3.87400 3.66178 -1.01757  -0.35
N: -1.46542 1.76557 0.74452  -0.04
C: -0.96170 2.93074 1.43358  -0.15
C: 0.28446 3.46637 0.72153  -0.16
C: 1.33860 2.36830 0.60602  -0.15
C: 0.74061 1.15874 -0.12105  -0.30
N: 1.74131 0.14150 -0.37667  -0.13
C: 1.38856 -0.79306 -1.42855  -0.15
C: 2.64149 -1.57200 -1.85164  -0.14
N: 3.19601 -2.28922 -0.72418  -0.09
C: 2.90472 -3.62398 -0.52861  -0.17
C: 2.97541 -4.51101 -1.61580  -0.02
C: 2.75144 -5.86439 -1.48272  -0.10
C: 2.45830 -6.41380 -0.24548  -0.10
C: 2.39113 -5.57641 0.85139  -0.02
C: 2.60254 -4.22022 0.70388  -0.20
F: 2.47877 -3.47270 1.83849  0.03
C: 3.47406 -1.37353 0.35811  -0.14
C: 2.22425 -0.59344 0.77919  -0.16
C: -0.50496 0.68658 0.65786  -0.09
H: -4.00865 2.76343 2.17755  0.12
H: -5.66475 4.75558 1.77479  0.06
H: -3.53668 3.59789 -2.03254  0.08
H: -1.73138 3.70126 1.47305  0.11
H: -0.70288 2.64003 2.45860  0.13
H: 0.68130 4.31698 1.27761  0.11
H: 0.00192 3.81205 -0.27533  0.12
H: 2.20898 2.72689 0.05587  0.12
H: 1.66463 2.08139 1.60720  0.11
H: 0.39512 1.49981 -1.10537  0.15
H: 1.00205 -0.23768 -2.28514  0.13
H: 0.61756 -1.51440 -1.10511  0.13
H: 2.38031 -2.25706 -2.65557  0.11
H: 3.39489 -0.86426 -2.21299  0.13
H: 3.23722 -4.11988 -2.58644  0.11
H: 2.81907 -6.49904 -2.35358  0.10
H: 2.28637 -7.47232 -0.13479  0.10
H: 2.15905 -5.95370 1.83543  0.12
H: 3.90695 -1.90065 1.20511  0.12
H: 4.21392 -0.65573 -0.01516  0.13
H: 2.49226 0.10395 1.57233  0.12
H: 1.47180 -1.29863 1.16621  0.12
H: -0.98823 -0.14600 0.14420  0.12
H: -0.22842 0.38415 1.67264  0.13

Results
- SMILES = O=C(c1ccsc1)N1CCC[C@@H](N2CCN(c3ccccc3F)CC2)C1
- HOMO level (Ha) = -0.2804
- LUMO (eV) = 0.7
- orbital gap (eV) = 8.37

Entry 3:
Below is C4H5NO2S in the gas phase at a distorted geometry, with properties calculated with the ωB97M-V functional and the def2-TZVPD basis.

Last column: Löwdin charge in e.
CARTESIAN COORDINATES (ANGSTROEM)
O: 1.50771 1.86325 -0.39647  0.09
C: 1.22768 0.81145 -0.86592  -0.23
C: 0.33604 -0.22171 -0.10083  -0.64
S: 1.11265 -1.84627 0.07161  0.82
C: -0.21274 0.29316 1.26268  -0.12
N: -1.58947 0.22387 0.66431  0.11
C: -1.13362 -0.27322 -0.54688  -0.50
O: -1.68478 -0.54142 -1.59639  0.08
H: 1.57023 0.51254 -1.85077  0.12
H: 1.42503 -2.08552 -1.23210  -0.11
H: 0.07105 1.29825 1.50251  0.10
H: -0.07061 -0.35612 2.11769  0.10
H: -2.55917 0.32174 0.97056  0.15

Results
- SMILES = O=C[C@@]1(S)CNC1=O
- HOMO level (Ha) = -0.3484
- LUMO (eV) = 0.5
- orbital gap (eV) = 9.94

Entry 4:
Below is a 2-piece molecular cluster, C5H14N2O overall, with properties calculated with the ωB97M-V functional and the def2-TZVPD basis.

Last column: Löwdin charge in e.
CARTESIAN COORDINATES (ANGSTROEM)
C: -0.80680 -1.62127 -0.69374  -0.04
C: -1.52134 -0.41466 -0.17004  -0.36
O: -2.48709 -0.65367 0.82020  -0.01
C: -1.34107 0.85742 -0.57245  -0.42
N: -0.37629 1.24009 -1.51702  0.11
N: -2.18762 1.89143 -0.15111  0.10
H: -0.12923 -1.35008 -1.49595  0.07
H: -0.24435 -2.11817 0.09975  0.08
H: -1.52732 -2.33919 -1.09349  0.08
H: -2.84287 -1.53685 0.67898  0.09
H: 0.50706 0.76482 -1.41554  0.06
H: -0.25744 2.24272 -1.54142  0.08
H: -1.69830 2.70296 0.20397  0.08
H: -2.86439 1.54899 0.51727  0.08
C: 2.63184 -0.55663 0.29550  -0.17
C: 1.80599 0.25387 1.28270  -0.16
H: 2.39760 -1.61613 0.37937  0.06
H: 3.69467 -0.42686 0.49257  0.06
H: 2.44121 -0.24574 -0.72922  0.05
H: 2.03091 1.31421 1.18881  0.06
H: 2.03524 -0.04744 2.30271  0.07
H: 0.73961 0.11020 1.11819  0.04

Results
- SMILES = CC(O)=C(N)N.CC
- HOMO level (Ha) = -0.2593
- LUMO (eV) = 0.9
- orbital gap (eV) = 7.96

Entry 5:
Below is C45H42N13O4PS2V as an isolated structure, with properties calculated with the ωB97M-V functional and the def2-TZVPD basis.

Last column: Löwdin charge in e.
CARTESIAN COORDINATES (ANGSTROEM)
V: 0.82392 -0.08205 1.17307  0.75
C: 2.66678 -1.15945 5.17073  -0.06
C: 1.93826 -1.22907 3.98923  -0.10
N: 1.75281 -0.15034 3.23931  0.00
C: 2.26156 1.00708 3.67961  -0.17
C: 2.98293 1.05716 4.86291  -0.04
N: 3.19710 -0.02390 5.60211  0.12
C: 1.91364 2.18881 2.86338  -0.18
C: 2.36533 3.47196 3.10490  0.07
C: 1.90607 4.51748 2.30396  -0.12
C: 0.95731 4.23051 1.32940  0.08
C: 0.54400 2.92193 1.15125  -0.16
N: 1.06093 1.91927 1.86729  0.08
C: -0.53401 2.48520 0.25119  -0.18
C: -1.28222 3.31815 -0.56556  -0.04
N: -2.25613 2.85293 -1.33692  0.13
C: -2.49739 1.54801 -1.27632  -0.08
C: -1.77017 0.69916 -0.45164  -0.08
N: -0.78382 1.17157 0.30036  0.04
C: 2.39760 5.89943 2.50169  -0.18
C: 2.65743 6.72126 1.41134  -0.01
C: 3.12916 8.00458 1.64387  -0.12
N: 3.33853 8.50013 2.85938  0.08
C: 3.07976 7.71190 3.89823  -0.12
C: 2.61651 6.41041 3.77533  -0.01
H: 2.81726 -2.04213 5.77861  0.12
H: 1.48202 -2.14987 3.65611  0.10
H: 3.39169 1.98854 5.23340  0.12
H: 3.07823 3.66742 3.89288  0.12
H: 0.53007 5.02715 0.73790  0.13
H: -1.08607 4.38194 -0.61329  0.12
H: -3.27801 1.15306 -1.91440  0.11
H: -1.96805 -0.36332 -0.41190  0.11
H: 2.52167 6.36746 0.39722  0.12
H: 3.35113 8.66389 0.81285  0.11
H: 3.24752 8.14112 4.87906  0.11
H: 2.40350 5.82533 4.66067  0.12
N: 4.99587 0.59517 0.10111  0.07
C: 3.84000 1.15418 0.45685  -0.10
N: 2.98750 0.19544 0.75961  0.06
C: 3.69077 -0.94978 0.53444  -0.29
N: 4.92153 -0.75065 0.13904  0.16
C: 3.01587 -2.23209 0.69574  -0.17
C: 3.63020 -3.45648 0.49138  -0.04
N: 2.96345 -4.59613 0.63233  0.12
C: 1.68194 -4.50249 0.96019  -0.06
C: 1.04614 -3.28164 1.15876  -0.09
N: 1.72430 -2.14226 1.03934  0.04
H: 5.84544 1.04304 -0.20320  0.17
H: 3.64462 2.21257 0.45189  0.14
H: 4.67399 -3.50606 0.20812  0.13
H: 1.12980 -5.42722 1.06928  0.12
H: -0.00652 -3.21325 1.40097  0.07
O: 1.84632 1.83600 -1.35869  0.04
C: 1.39421 0.76239 -1.74339  -0.52
N: 1.24426 0.38704 -3.04160  0.16
C: 0.44412 -0.81660 -3.16899  -0.24
C: 0.38512 -1.23211 -1.67637  -0.40
O: -0.13158 -2.24573 -1.24799  0.06
N: 0.95778 -0.25816 -0.91556  0.05
C: 1.11932 -1.88777 -4.02311  -0.13
C: 0.63947 -3.19492 -4.03410  -0.02
C: 1.24118 -4.15519 -4.83158  -0.06
C: 2.32416 -3.82480 -5.63436  -0.08
C: 2.80491 -2.52600 -5.62831  -0.07
C: 2.20760 -1.56394 -4.82460  -0.03
C: -0.98016 -0.50377 -3.66086  -0.12
C: -1.24121 0.63298 -4.41895  -0.03
C: -2.52492 0.90953 -4.87055  -0.07
C: -3.57186 0.05290 -4.56914  -0.08
C: -3.32109 -1.08601 -3.81603  -0.06
C: -2.03740 -1.36324 -3.36950  -0.03
H: 1.34792 1.07414 -3.76656  0.14
H: -0.19683 -3.47229 -3.40852  0.10
H: 0.85942 -5.16783 -4.82629  0.11
H: 2.78878 -4.57539 -6.25976  0.11
H: 3.64906 -2.25508 -6.24894  0.11
H: 2.60849 -0.55954 -4.82251  0.10
H: -0.45428 1.32962 -4.67489  0.11
H: -2.70160 1.79908 -5.46075  0.11
H: -4.57201 0.26737 -4.92202  0.11
H: -4.12746 -1.76716 -3.57419  0.11
H: -1.86389 -2.24687 -2.77490  0.08
C: -5.55640 -0.33445 0.22574  -0.03
C: -4.74392 -0.43148 1.49730  -0.47
C: -4.35692 0.91489 2.07468  -0.04
O: -3.54810 -1.18887 1.15329  -0.34
P: -2.66728 -1.96920 2.24532  -0.12
S: -3.57584 -2.33863 3.89984  0.33
S: -0.94883 -0.90843 2.62770  0.43
O: -2.14449 -3.20832 1.39252  -0.35
C: -2.95529 -4.21697 0.71037  -0.41
C: -4.28041 -4.50447 1.38557  -0.07
C: -3.10646 -3.80595 -0.73909  -0.04
H: -6.48357 0.20511 0.42048  0.09
H: -5.80713 -1.32560 -0.15259  0.08
H: -5.00280 0.20395 -0.54654  0.07
H: -5.28073 -1.00806 2.25196  0.10
H: -3.81556 1.51242 1.33764  0.07
H: -3.73005 0.78369 2.95702  0.07
H: -5.25292 1.46233 2.36941  0.09
H: -2.32756 -5.10728 0.77230  0.14
H: -4.94840 -3.64332 1.33756  0.07
H: -4.15295 -4.78236 2.42898  0.06
H: -4.75409 -5.33180 0.85501  0.09
H: -3.70242 -2.89406 -0.81217  0.07
H: -3.61002 -4.60039 -1.29245  0.09
H: -2.12750 -3.62639 -1.17984  0.05

Results
- charge = +1
- HOMO level (spin up / spin down) (Ha) = -0.3758 / -0.3751
- LUMO (spin up / spin down) (eV) = -3.8 / -4.1
- orbital gap (spin up / spin down) (eV) = 6.40 / 6.14
- ⟨S²⟩ = 2.02
- spin multiplicity = 3

Entry 6:
Below is a 2-piece molecular cluster, C4H4ClNO2 overall at a distorted geometry, with properties calculated with the ωB97M-V functional and the def2-TZVPD basis.

Last column: Löwdin charge in e.
CARTESIAN COORDINATES (ANGSTROEM)
C: 1.05109 0.67609 -0.17762  -0.36
C: -0.22183 1.07618 0.01538  -0.10
C: -0.98252 -0.04780 -0.29115  -0.59
C: -0.10866 -1.12487 -0.42414  -0.13
H: 2.94793 1.38229 -0.61484  0.22
H: -0.43003 2.12098 0.48810  0.17
H: -0.41306 -2.09950 -0.68522  0.10
H: 1.81433 -1.48231 1.66070  0.32
N: 1.19827 -0.69191 -0.39442  -0.05
O: 2.08988 1.64953 0.10309  -0.06
O: 2.41038 -1.43593 0.41001  -0.10
Cl: -2.74927 -0.01556 0.18074  0.56

Results
- HOMO level (Ha) = -0.3110
- LUMO (eV) = -1.2
- orbital gap (eV) = 7.28

Relative energy (zero: lowest compared OMol25 entry of this formula, charge and spin), respectively: 42.7; 8.0; 41.0; 39.4; 8.5; 152.7 kcal per mole.